ORCA calculation (ωB97M-V/def2-TZVPD) on C57H50F15GeN4OP2SSiTi as an isolated structure.

Properties
**E_LUMO**: -3.59 eV
**ΔE to the lowest compared entry with this formula, charge and spin**: 2.920 eV
**Net charge**: +1
**Orbital gap**: 6.8 eV

Each line ends with the Löwdin charge.
Element x y z (Å)
1 Ti -0.49 -0.53 -0.56  0.86
2 N 1.13 -0.66 1.04  -0.04
3 C 2.60 -0.78 0.86  -0.20
4 C 3.16 0.22 -0.14  -0.15
5 C 2.71 -0.10 -1.55  -0.21
6 N 1.26 0.19 -1.71  -0.07
7 H 0.93 0.18 1.58  0.03
8 H 0.86 -1.42 1.64  0.09
9 H 2.80 -1.79 0.51  0.09
10 H 3.08 -0.65 1.83  0.13
11 H 4.25 0.19 -0.09  0.13
12 H 2.85 1.24 0.13  0.11
13 H 2.85 -1.16 -1.75  0.08
14 H 3.27 0.47 -2.28  0.13
15 H 0.97 -0.19 -2.60  0.06
16 H 1.15 1.20 -1.78  0.03
17 C -2.95 -3.62 -1.03  -0.03
18 C -3.23 -2.24 -1.52  -0.27
19 C -4.41 -1.99 -2.20  -0.02
20 C -4.64 -0.73 -2.74  -0.02
21 C -3.70 0.26 -2.62  -0.01
22 C -2.52 -0.02 -1.93  -0.41
23 N -2.32 -1.24 -1.37  0.03
24 N -1.42 0.81 -1.74  -0.16
25 Si -1.07 2.06 -2.95  0.43
26 C -2.49 3.13 -3.49  -0.17
27 C 0.23 3.18 -2.23  -0.19
28 C -0.43 1.16 -4.46  -0.15
29 H -3.30 -4.34 -1.77  0.10
30 H -3.50 -3.82 -0.10  0.09
31 H -1.90 -3.78 -0.86  0.00
32 H -5.12 -2.79 -2.33  0.12
33 H -5.56 -0.54 -3.28  0.12
34 H -3.86 1.24 -3.05  0.08
35 H -3.23 3.35 -2.72  0.02
36 H -3.01 2.69 -4.35  0.04
37 H -2.06 4.08 -3.82  0.05
38 H -0.16 4.21 -2.15  0.04
39 H 1.12 3.25 -2.87  0.06
40 H 0.54 2.91 -1.22  -0.04
41 H -0.81 0.13 -4.50  0.04
42 H 0.66 1.13 -4.51  0.03
43 H -0.77 1.66 -5.38  0.04
44 C -0.90 4.05 1.07  -0.52
45 P -1.04 2.21 1.33  1.05
46 C -2.88 2.07 1.17  -0.35
47 C -3.70 1.36 2.05  -0.10
48 C -5.07 1.24 1.81  -0.06
49 C -5.64 1.82 0.69  -0.07
50 C -4.83 2.51 -0.21  -0.08
51 C -3.47 2.62 0.03  -0.12
52 C -0.66 2.17 3.12  -0.38
53 C 0.60 1.74 3.53  -0.12
54 C 0.93 1.66 4.87  -0.07
55 C 0.01 2.04 5.84  -0.07
56 C -1.23 2.53 5.44  -0.06
57 C -1.56 2.60 4.10  -0.09
58 P 0.77 4.82 0.82  1.03
59 C 0.28 6.59 0.78  -0.38
60 C -0.99 7.04 0.44  -0.10
61 C -1.28 8.40 0.39  -0.08
62 C -0.29 9.33 0.67  -0.08
63 C 0.99 8.90 0.99  -0.08
64 C 1.27 7.54 1.04  -0.10
65 C 1.54 4.74 2.48  -0.42
66 C 2.81 4.17 2.58  -0.13
67 C 3.49 4.15 3.80  -0.09
68 C 2.90 4.71 4.92  -0.08
69 C 1.63 5.27 4.83  -0.07
70 C 0.96 5.29 3.62  -0.09
71 H -1.41 4.53 1.91  0.06
72 H -1.44 4.29 0.16  0.01
73 H -3.28 0.89 2.93  0.10
74 H -5.68 0.70 2.52  0.11
75 H -6.70 1.73 0.51  0.11
76 H -5.27 2.96 -1.09  0.11
77 H -2.86 3.14 -0.69  0.06
78 H 1.36 1.50 2.79  0.08
79 H 1.92 1.33 5.16  0.11
80 H 0.26 1.97 6.89  0.11
81 H -1.94 2.86 6.19  0.11
82 H -2.53 3.00 3.81  0.11
83 H -1.79 6.34 0.22  0.09
84 H -2.28 8.73 0.13  0.10
85 H -0.52 10.39 0.64  0.11
86 H 1.77 9.62 1.19  0.11
87 H 2.28 7.22 1.29  0.11
88 H 3.28 3.76 1.69  0.09
89 H 4.49 3.73 3.86  0.10
90 H 3.43 4.71 5.87  0.11
91 H 1.17 5.71 5.71  0.11
92 H -0.02 5.76 3.56  0.11
93 F 2.62 -7.21 -2.29  0.10
94 C 2.72 -6.31 -3.28  -0.22
95 C 2.21 -5.03 -3.11  -0.13
96 C 2.34 -4.16 -4.18  -0.22
97 F 1.90 -2.89 -4.11  0.06
98 C 2.94 -4.54 -5.36  -0.14
99 F 3.05 -3.68 -6.37  0.14
100 C 3.43 -5.82 -5.50  -0.12
101 F 4.01 -6.20 -6.63  0.15
102 C 3.33 -6.72 -4.45  -0.14
103 F 3.80 -7.95 -4.58  0.14
104 Ge 1.39 -4.65 -1.38  0.73
105 S 0.42 -2.72 -1.38  0.43
106 C 2.90 -4.92 -0.17  -0.12
107 C 3.95 -4.03 -0.30  -0.24
108 F 3.90 -3.05 -1.22  0.06
109 C 5.09 -4.08 0.48  -0.14
110 F 6.06 -3.19 0.33  0.13
111 C 5.21 -5.09 1.42  -0.13
112 F 6.29 -5.17 2.18  0.16
113 C 4.20 -6.03 1.55  -0.13
114 F 4.33 -7.01 2.43  0.15
115 C 3.07 -5.94 0.76  -0.21
116 F 2.17 -6.91 0.90  0.12
117 C -0.03 -5.95 -1.03  -0.15
118 C -0.69 -6.65 -2.03  -0.21
119 F -0.34 -6.52 -3.32  0.11
120 C -1.75 -7.49 -1.76  -0.14
121 F -2.37 -8.14 -2.74  0.14
122 C -2.18 -7.64 -0.45  -0.13
123 F -3.21 -8.43 -0.18  0.15
124 C -1.55 -6.95 0.57  -0.14
125 F -1.98 -7.09 1.82  0.14
126 C -0.50 -6.12 0.26  -0.25
127 F 0.07 -5.45 1.27  0.08
128 C -1.50 -2.66 1.68  -0.05
129 C -1.33 -1.20 1.29  -0.43
130 O -1.57 -0.37 2.13  -0.05
131 H -2.56 -2.89 1.63  0.09
132 H -1.19 -2.76 2.72  0.10
133 H -0.95 -3.34 1.05  0.01